{
  "formula": "C29H84N4O17",
  "method": "ωB97M-V/def2-TZVPD",
  "smiles": "COC[C@H](C)N.COC[C@H](C)N.COC[C@H](C)N.COC[C@H](C)N.OCCO.OCCO.OCCO.OCCO.OCCO.OCCO.CO",
  "energy_ev": -72196.0696,
  "e_above_lowest_ev": 2.426,
  "lumo_ev": 0.1,
  "homo_energy_ev": -8.872,
  "species": ["C", "C", "C", "O", "C", "N", "H", "H", "H", "H", "H", "H", "H", "H", "H", "H", "H", "C", "C", "C", "O", "C", "N", "H", "H", "H", "H", "H", "H", "H", "H", "H", "H", "H", "C", "C", "C", "O", "C", "N", "H", "H", "H", "H", "H", "H", "H", "H", "H", "H", "H", "C", "C", "C", "O", "C", "N", "H", "H", "H", "H", "H", "H", "H", "H", "H", "H", "H", "C", "C", "O", "O", "H", "H", "H", "H", "H", "H", "C", "C", "O", "O", "H", "H", "H", "H", "H", "H", "C", "C", "O", "O", "H", "H", "H", "H", "H", "H", "C", "C", "O", "O", "H", "H", "H", "H", "H", "H", "C", "C", "O", "O", "H", "H", "H", "H", "H", "H", "C", "C", "O", "O", "H", "H", "H", "H", "H", "H", "C", "O", "H", "H", "H", "H"],
  "coordinates": [[-5.128742, -2.052875, 2.593289], [-4.127802, -0.942185, 2.793009], [-3.553132, -0.876625, 4.200819], [-4.552442, -0.543165, 5.134329], [-4.128272, -0.547995, 6.466819], [-3.059912, -1.322735, 1.929039], [-4.766572, -3.017435, 2.949039], [-5.421682, -2.209285, 1.555109], [-6.030412, -1.863635, 3.175759], [-4.570712, 0.026865, 2.563069], [-2.677202, -0.228515, 4.172289], [-3.273622, -1.907445, 4.418489], [-4.922962, -0.590445, 7.211659], [-3.652222, 0.419645, 6.625379], [-3.461192, -1.379375, 6.694679], [-3.544562, -1.115905, 1.067389], [-2.367402, -0.593665, 2.023869], [2.166338, 2.117645, 2.217919], [1.785918, 0.946755, 3.170109], [2.750248, -0.250855, 2.995359], [2.662388, -0.982585, 1.763119], [3.561758, -2.078825, 1.752629], [1.851288, 1.465935, 4.536559], [3.225598, 2.345185, 2.337459], [1.637568, 3.058385, 2.371269], [1.950978, 1.877145, 1.176819], [0.735478, 0.739095, 2.966289], [2.541038, -0.931085, 3.820959], [3.772208, 0.101835, 3.134319], [4.532248, -1.789095, 2.155499], [3.698198, -2.313295, 0.696929], [3.197538, -3.010585, 2.185379], [1.353358, 2.341335, 4.612979], [1.347698, 0.871375, 5.179209], [4.684808, -0.436625, -1.090001], [4.992948, 0.532585, -2.187121], [5.834878, 1.692695, -1.641941], [5.224868, 2.622475, -0.747021], [4.187148, 3.345735, -1.306761], [5.685218, -0.246155, -3.276891], [4.289388, -1.422445, -1.334781], [3.898018, -0.018975, -0.461811], [5.531708, -0.728095, -0.468791], [4.081558, 0.942135, -2.622711], [6.209748, 2.215295, -2.521961], [6.739578, 1.291215, -1.185401], [3.785278, 4.023725, -0.553821], [3.353198, 2.722925, -1.630381], [4.471308, 3.866695, -2.221071], [5.960318, 0.251995, -4.111321], [5.098898, -1.051535, -3.443281], [-0.465372, -3.439995, 3.078839], [-0.086662, -3.494755, 1.582859], [0.528378, -4.804805, 1.233399], [-0.186622, -5.934455, 1.709309], [0.455048, -7.113225, 1.250429], [-1.387822, -3.351505, 0.895269], [-1.314672, -4.107425, 3.224829], [-0.734942, -2.474495, 3.506919], [0.404478, -3.853495, 3.589209], [0.647068, -2.747965, 1.279469], [1.574688, -4.877175, 1.530209], [0.470408, -4.952005, 0.154939], [1.480148, -7.183105, 1.614289], [0.574238, -7.112035, 0.166969], [-0.187822, -7.938925, 1.555439], [-1.895432, -2.526855, 1.182299], [-2.030682, -4.040995, 1.257819], [0.279168, 4.657865, -1.118991], [0.941698, 5.855335, -1.923191], [0.247188, 6.380695, -3.063301], [-0.997682, 5.035705, -0.544551], [0.860868, 4.259985, -0.287481], [0.092188, 3.787135, -1.747461], [1.919058, 5.437845, -2.165181], [1.114588, 6.724885, -1.289071], [-0.689062, 6.258725, -2.889661], [-0.834652, 5.772765, 0.048559], [-3.007892, -1.671815, -2.155081], [-2.305362, -3.027835, -2.259901], [-1.055332, -3.110645, -1.676471], [-3.577022, -1.549985, -0.858491], [-3.808552, -1.582085, -2.889241], [-2.363442, -0.832795, -2.417421], [-2.153222, -3.246435, -3.316861], [-2.930052, -3.839055, -1.886031], [-1.085282, -3.247115, -0.726691], [-3.951842, -2.426915, -0.748531], [-0.701542, 2.793715, -5.051411], [-0.059312, 1.533645, -4.519481], [0.842258, 1.793135, -3.421721], [0.240558, 3.452055, -5.876681], [-0.983042, 3.447955, -4.226301], [-1.491852, 2.459975, -5.723811], [0.496098, 0.947945, -5.251991], [-0.787462, 0.851905, -4.080021], [1.466708, 2.466615, -3.701181], [0.996218, 3.702905, -5.340351], [-2.455442, 2.652755, 3.344339], [-1.748942, 2.597935, 1.960609], [-1.838222, 1.311695, 1.504089], [-2.310862, 3.955215, 3.930639], [-1.922572, 1.923035, 3.953989], [-3.473362, 2.290645, 3.200019], [-0.694012, 2.831985, 2.103649], [-2.163122, 3.254105, 1.195109], [-1.084282, 1.190735, 0.922249], [-1.445892, 4.151935, 4.297699], [-4.478452, 1.727845, -1.065481], [-3.060792, 2.116095, -1.555521], [-3.070022, 2.748325, -2.803001], [-5.113452, 0.578535, -1.636591], [-5.189762, 2.540285, -1.214071], [-4.426492, 1.575235, 0.012529], [-2.499762, 1.182605, -1.599661], [-2.543222, 2.714935, -0.806121], [-2.217582, 3.161625, -2.958331], [-4.660262, -0.234245, -1.400801], [2.676658, -1.995915, -4.514201], [1.607088, -2.230275, -3.419251], [1.335058, -3.592485, -3.337771], [3.923628, -2.468585, -4.054451], [2.654778, -0.906135, -4.512331], [2.306858, -2.268925, -5.502541], [0.719438, -1.617725, -3.577271], [1.989018, -1.904055, -2.451881], [0.659718, -3.729425, -2.669381], [3.839088, -3.424805, -4.064311], [0.462308, -0.050065, -0.199691], [0.085498, 1.207055, -0.649371], [-0.084072, -0.755935, -0.825251], [1.519918, -0.154135, -0.442041], [0.263528, -0.194975, 0.862189], [0.319768, 1.314935, -1.574081]],
  "forces_ev_per_a": [[-1.4, -0.2, 1.0], [-0.6, -0.7, 1.5], [-1.0, -1.2, -0.1], [-0.8, 0.1, -0.3], [0.5, 0.7, 0.3], [0.2, 1.0, -0.5], [0.4, 0.0, 0.1], [0.0, 0.3, -0.1], [-0.2, 0.0, -0.1], [-0.1, 0.2, -0.2], [0.1, 0.3, 0.4], [0.7, -0.2, 0.1], [-0.5, -0.1, -0.6], [0.6, 0.0, 0.4], [0.3, 0.0, -0.1], [1.0, -0.2, -0.9], [0.4, 0.3, -0.4], [0.2, -0.5, -0.1], [-0.2, 1.5, -1.2], [-0.6, -0.2, 0.4], [-0.3, 0.5, 0.9], [0.1, 0.3, -1.1], [0.4, -0.3, 0.5], [0.1, 0.0, -0.1], [-0.3, -0.1, 0.5], [0.2, -0.3, -0.1], [-0.1, -0.8, -0.4], [0.0, -0.3, 0.2], [0.1, 0.2, 0.0], [0.1, -0.1, 0.2], [0.2, 0.0, -0.1], [-0.3, 0.2, 0.7], [0.1, 0.3, -0.3], [0.1, -0.4, 0.1], [-0.9, -0.7, 1.1], [0.6, -0.7, -1.1], [0.6, 0.0, -0.9], [0.6, -1.1, 0.1], [-0.9, 0.1, -0.4], [0.3, 0.7, 1.7], [-0.2, 0.1, -1.0], [0.2, 0.2, 0.4], [0.3, 0.6, 0.0], [-0.4, 0.1, 0.3], [0.0, 0.5, -0.3], [-0.2, 0.0, 0.4], [0.3, 0.2, -0.1], [-0.3, -0.4, 0.2], [0.4, 0.5, 0.0], [-0.4, 0.1, 0.0], [0.3, 0.0, -0.6], [1.4, -0.5, 0.0], [-2.2, 0.2, 1.4], [-0.2, -1.2, -0.9], [0.2, 0.0, 0.4], [-0.4, 0.3, 0.0], [0.6, -0.2, -1.1], [0.2, -0.1, 0.1], [0.2, 0.2, -0.4], [-0.1, 0.1, 0.7], [-0.3, 0.4, 0.0], [0.2, 0.1, 0.3], [0.5, 0.6, -0.5], [0.0, -0.2, 0.5], [-0.3, 0.0, -0.3], [0.4, -0.1, 0.0], [0.3, 0.6, 0.2], [0.2, -0.7, 0.0], [-1.0, 1.3, -0.1], [-0.3, -0.9, 1.0], [0.4, -1.2, 0.4], [0.3, -0.2, -0.8], [0.8, 0.4, -0.2], [-0.1, 0.2, -0.3], [0.1, 0.3, -0.7], [0.1, -0.2, 0.6], [-0.3, 0.1, 0.0], [0.0, 0.1, 0.1], [0.1, -0.7, -0.7], [0.1, 0.3, -1.0], [1.4, 0.5, -1.9], [0.2, 0.2, -0.2], [-0.2, -0.4, -0.2], [0.3, -0.1, 0.6], [-0.1, 0.0, -0.2], [-0.6, 0.0, 0.2], [-0.7, -0.2, 1.7], [-0.3, -0.1, 0.6], [1.1, -1.0, -0.7], [0.0, -0.7, 1.3], [-0.2, 0.2, 0.0], [0.1, 0.4, -0.3], [-0.4, 0.0, -0.2], [-0.4, 0.5, 0.3], [-0.2, 0.3, -0.5], [-0.3, 0.1, 0.0], [0.3, 0.0, 0.1], [0.1, 0.3, -0.1], [2.1, 0.5, -0.9], [-0.2, 1.2, 1.1], [-0.1, -2.0, -0.3], [-1.5, -0.1, -0.3], [-0.1, -0.2, 0.2], [-0.3, 0.7, 0.5], [0.2, 0.5, 0.1], [-0.1, 0.6, 0.4], [-0.1, -0.1, -0.6], [0.1, -0.6, -0.2], [-0.1, -0.1, 0.1], [-0.6, -1.1, 0.7], [-0.3, 0.3, -0.7], [0.1, 0.9, -0.7], [0.2, 0.1, -0.2], [0.3, 0.0, 0.3], [0.2, -0.2, -0.1], [-0.3, 0.2, 0.1], [-0.1, 0.0, 0.2], [0.3, 0.1, 0.5], [-1.8, 1.5, 2.0], [0.6, 0.0, -0.3], [0.0, -0.9, -0.4], [-0.3, -0.2, -1.0], [0.9, 0.3, -0.3], [0.5, -0.7, 0.0], [-0.3, 0.0, -0.5], [0.5, 0.4, 0.1], [-0.5, 0.0, 0.3], [0.2, -0.3, 0.2], [0.7, -1.0, -1.5], [-0.8, 2.0, 0.7], [-0.1, -0.8, 0.5], [0.2, -0.5, 0.6], [0.1, 0.1, -0.1], [0.1, 0.0, -0.3]],
  "mulliken_charge": [-1.69, 0.95, -0.70, -0.43, -0.74, 0.00, 0.29, 0.39, 0.44, 0.25, 0.16, 0.52, 0.28, 0.26, 0.31, -0.18, -0.46, -1.72, 2.01, -1.30, 0.37, -0.98, -0.79, 0.43, 0.51, -0.01, -0.73, 0.35, 0.38, 0.33, 0.27, 0.22, 0.27, 0.30, -1.21, 1.60, -1.14, -0.34, -0.64, -0.82, 0.39, 0.05, 0.30, -0.34, 0.45, 0.32, 0.27, 0.08, 0.48, 0.26, 0.19, -1.49, 1.31, -0.84, -0.34, -0.75, 0.09, 0.39, 0.23, 0.54, -0.47, 0.45, 0.28, 0.30, 0.30, 0.26, 0.01, 0.38, 0.56, -0.39, -0.52, -0.51, -0.09, -0.27, 0.17, 0.40, 0.34, 0.33, -0.15, -1.12, -0.35, -0.51, 0.45, -0.07, 0.49, 0.42, 0.36, 0.16, -0.52, -0.16, -0.22, -0.56, 0.23, 0.43, 0.28, 0.08, 0.09, 0.33, -0.54, 0.68, 1.19, -0.63, 0.25, 0.23, -0.41, -0.03, -0.94, 0.34, -0.49, 2.13, -0.71, -0.63, 0.44, 0.00, -0.90, -0.62, 0.16, 0.46, -0.51, 0.93, -0.64, -0.56, 0.09, 0.36, 0.02, -0.39, 0.34, 0.37, -0.14, 1.37, 0.01, 0.26, -0.22, -1.04]
}